[1]
The following is a DFT calculation (wB97M-V/def2-TZVPD) of C12H14BN9Sr as an isolated structure.

The geometry in XYZ format:
```
37
Properties=species:S:1:pos:R:3:forces:R:3
H -2.452268 -2.534848 -0.932738 -0.3 0.0 -0.2
N -0.623462 -1.531259 -1.125875 0.6 -1.5 -0.4
B 1.846122 -1.032824 -1.473488 -0.4 0.9 -0.1
N 0.577711 -1.885463 -1.720492 -1.2 0.3 0.1
C 0.432726 -3.036089 -2.423134 -0.6 1.0 0.5
Sr -1.627675 0.443519 0.046327 0.6 -0.2 0.4
H 1.261730 -3.446392 -2.992052 -0.3 0.1 0.2
C -0.884251 -3.441611 -2.276164 0.0 -0.2 0.3
H -1.346865 -4.293758 -2.708601 -0.2 -0.5 -0.2
C -1.489585 -2.517592 -1.411644 1.5 0.4 -0.6
H 2.780884 -1.433498 -2.097793 0.1 -0.2 0.0
C -0.614056 1.961859 2.646734 -1.6 -2.1 2.3
H -1.605814 2.111808 3.071217 0.6 1.7 0.4
H -0.306700 2.669536 1.817295 -0.4 -2.2 -0.1
H 0.180728 1.714105 3.314228 0.7 1.6 0.9
N 2.134609 -1.008102 0.039121 -0.1 -0.2 0.2
N 1.557261 0.454328 -1.951173 -1.7 0.8 0.2
N 1.180224 -0.603724 0.942299 1.2 -0.2 0.7
N 0.417783 1.077063 -1.409181 1.8 1.0 -0.6
C 3.291313 -1.405094 0.645538 -0.6 0.4 0.3
C 2.194581 1.316972 -2.792012 -1.1 -0.2 0.7
H 4.198696 -1.767264 0.097194 -1.3 0.5 0.5
H 3.073771 1.003336 -3.355586 -0.4 0.1 0.3
C 3.077430 -1.213958 2.003629 0.6 -0.2 0.5
C 1.499795 2.533729 -2.784580 0.1 -0.7 0.6
C 1.770024 -0.720195 2.160097 0.3 -0.3 -1.9
C 0.449672 2.349644 -1.853949 1.0 -1.1 -0.8
H 3.795984 -1.407700 2.794841 -0.2 0.0 -0.2
H 1.728579 3.408534 -3.362149 0.1 0.1 0.1
H 1.250738 -0.451848 3.063824 -0.1 0.0 0.0
H -0.219574 3.094818 -1.455733 -0.3 0.0 -0.2
H -0.985897 0.615444 3.496435 0.6 1.0 -3.6
N -4.190717 0.924792 0.636119 0.6 -0.2 -0.3
C -4.973573 1.161434 1.482797 0.1 0.6 1.3
N -5.776780 1.349593 2.464469 0.1 -1.1 -1.3
C -5.770959 2.340237 3.313756 0.1 0.8 0.2
N -5.832184 3.200468 4.090425 0.1 -0.2 -0.1
```
Forces are in eV/Å.

Output
Kohn-Sham gap in eV: 6.84
E in a.u.: -1013.99691

Atomic partial charges in e from the Löwdin method, atoms 1 to 6: H 0.099; N -0.132; B -0.508; N -0.026; C -0.054; Sr 1.412

[2]
The following is a DFT calculation (wB97M-V/def2-TZVPD) of C8H12O8Pb as an isolated structure.

The geometry in XYZ format:
```
29
Properties=species:S:1:pos:R:3:forces:R:3
Pb -0.067277 -0.148197 -0.032567 0.2 0.0 0.0
C 0.331376 3.318400 -2.994941 0.1 0.5 0.7
C 0.067796 2.154626 -2.029705 0.2 0.1 -0.1
O -0.734001 1.282358 -2.412528 -0.2 -0.3 0.0
O 0.663848 2.190201 -0.924030 0.0 -0.1 0.1
H -0.592047 3.904123 -3.031961 0.0 -0.1 -0.4
H 0.635797 2.975594 -3.979210 -0.2 -0.1 -0.1
H 1.096959 3.970643 -2.566518 0.1 -0.1 -0.1
C 1.417817 -0.960562 4.176873 0.0 0.0 -0.1
C 1.070588 -0.746176 2.694137 0.1 -0.2 0.1
O 1.049252 -1.766727 1.977964 0.0 0.1 0.0
O 0.832876 0.428352 2.310359 0.0 0.2 0.0
H 2.387251 -1.459707 4.225536 0.0 0.0 0.1
H 0.666644 -1.628882 4.600611 0.0 0.0 0.1
H 1.445444 -0.031112 4.743826 0.0 0.0 -0.1
C -4.030916 0.332176 2.114148 0.1 0.4 0.8
C -2.729489 0.144645 1.344708 0.6 0.2 -0.4
O -2.317920 -1.030782 1.165640 -0.3 0.2 0.1
O -2.123908 1.187438 0.960426 -0.5 -0.5 0.2
H -3.831786 0.113253 3.174043 0.0 -0.1 -0.2
H -4.833888 -0.331852 1.801710 0.0 0.0 -0.2
H -4.331649 1.380099 2.089615 -0.1 -0.1 -0.2
C 2.236170 -2.449312 -3.304116 0.4 -0.2 -0.6
C 1.649378 -1.809631 -2.043106 -0.3 -0.2 0.2
O 2.294071 -0.875190 -1.528118 0.1 0.2 0.1
O 0.551985 -2.269551 -1.629173 0.1 -0.1 -0.2
H 3.024480 -1.824922 -3.735270 -0.2 0.1 0.1
H 1.463480 -2.627148 -4.055188 -0.1 0.1 0.1
H 2.707659 -3.422163 -3.113154 -0.2 0.1 0.3
```
Forces are in eV/Å.

Output
ΔE to the lowest compared entry with this formula, charge and spin in kcal/mol: 0.9
Kohn-Sham gap in eV: 7.00
E in a.u.: -1106.99309
Total charge: -2

Atomic partial charges in e from the Löwdin method, atoms 1 to 6: Pb 1.734; C -0.043; C -0.801; O -0.110; O -0.153; H 0.061

[3]
The following is a DFT calculation (wB97M-V/def2-TZVPD) of C5H10O3S as an isolated structure.

The geometry in XYZ format:
```
19
Properties=species:S:1:pos:R:3:forces:R:3
C -3.670416 0.498113 0.145206 1.1 -9.5 7.7
C -2.328261 0.578144 0.805737 1.3 -2.0 3.2
C 0.007786 0.805640 0.394945 -0.5 -1.2 1.3
C 0.824306 -0.273892 -0.285398 0.9 2.2 -2.9
C 3.237773 -1.319367 -0.705643 4.8 -1.6 -0.4
H -3.827654 1.303269 -0.181223 -2.4 11.3 -6.2
H -3.842805 -0.371808 -0.414565 0.3 -0.8 -1.4
H -4.462651 0.439484 0.947699 1.1 -0.2 -0.3
H -0.242675 0.564511 1.445753 1.9 0.4 0.2
H 0.364763 1.784940 0.194077 0.5 0.9 0.1
H 0.482983 -1.163700 0.099032 -0.5 -2.5 0.7
H 0.704067 -0.293810 -1.530678 0.5 0.3 3.4
H 4.545306 -1.333267 -0.335446 -4.0 0.2 -1.7
H 2.978629 -2.389864 -0.667247 -0.5 0.5 1.4
H 3.053472 -1.203900 -1.782915 0.7 1.0 0.2
O -2.123707 0.380541 2.021600 -0.7 0.8 -2.8
O -1.305464 0.725277 -0.055503 -2.7 0.5 -2.3
O 3.012439 1.284017 -0.358155 -0.1 -1.0 0.3
S 2.592109 -0.014329 0.262723 -1.6 0.7 -0.4
```
Forces are in eV/Å.

Output
ΔE to the lowest compared entry with this formula, charge and spin in kcal/mol: 90.6
Kohn-Sham gap in eV: 10.00
E in a.u.: -820.27894

Atomic partial charges in e from the Löwdin method, atoms 1 to 6: C 0.061; C -0.437; C -0.250; C -0.288; C -0.346; H -0.036

[4]
The following is a DFT calculation (wB97M-V/def2-TZVPD) of a 2-piece molecular cluster, C9H8F2O2 overall.

The geometry in XYZ format:
```
21
Properties=species:S:1:pos:R:3:forces:R:3
C -1.893770 -0.839078 0.775357 -1.5 -2.3 0.5
C -1.935629 0.092591 1.790892 2.4 0.4 -2.0
C -1.008125 -0.791031 -0.251851 0.2 2.6 1.1
C -0.968549 1.084159 1.834311 1.3 -0.3 -2.2
C -0.156750 0.292964 -0.321648 2.0 1.7 0.4
C -0.013241 1.173442 0.801506 -0.6 -1.1 -0.7
C 0.885148 0.486060 -1.404084 0.2 0.7 -0.6
C 0.714941 4.298649 -2.595598 0.5 0.5 0.6
C 1.727635 -0.806425 -1.644014 -0.2 2.7 -1.7
O 1.144312 1.588116 -1.904109 -0.6 -2.6 0.9
O 1.118357 1.978956 0.878294 -1.3 -0.6 -0.2
F 1.618525 3.916282 -3.448568 -0.1 0.3 0.5
F 1.389505 4.938217 -1.621684 -0.4 -0.8 -1.1
H -2.512635 -1.785030 0.763306 0.3 1.5 0.4
H -2.611098 -0.044616 2.517899 -2.4 -0.1 2.7
H -1.113756 -1.507327 -0.969637 0.3 -1.7 -2.1
H -0.769727 1.840209 2.524331 -0.6 0.8 1.9
H 1.681820 -1.318747 -0.726672 0.4 -1.1 0.8
H 2.688026 -0.322406 -1.869501 0.1 -0.8 0.1
H 1.412760 -1.400324 -2.521790 0.0 0.3 0.6
H 0.982208 2.679483 1.524675 -0.1 0.0 0.1
```
Forces are in eV/Å.

Output
ΔE to the lowest compared entry with this formula, charge and spin in kcal/mol: 44.9
Kohn-Sham gap in eV: 9.46
E in a.u.: -697.83948

Atomic partial charges in e from the Löwdin method, atoms 1 to 6: C -0.098; C -0.059; C -0.050; C 0.005; C -0.092; C -0.208

[5]
The following is a DFT calculation (wB97M-V/def2-TZVPD) of C19H15NS4Ti as an isolated structure.

The geometry in XYZ format:
```
40
Properties=species:S:1:pos:R:3:forces:R:3
Ti -0.063528 -0.163757 0.813140 0.2 0.7 1.1
S -1.084445 1.074598 2.567083 0.0 0.0 -0.1
C -2.229927 0.714601 1.293352 -0.4 -0.1 -0.1
C -2.910436 1.710854 0.557155 0.2 0.1 0.2
C -3.804758 1.386391 -0.426990 -0.1 -0.1 -0.1
C -4.062609 0.042062 -0.733735 0.0 0.1 0.0
C -3.403769 -0.954307 -0.060572 0.1 0.0 0.1
C -2.467003 -0.630211 0.938721 -0.3 -0.2 -0.3
S -1.554855 -1.881808 1.855993 0.1 -0.1 -0.1
C -1.304099 -3.189054 0.607249 0.0 -0.1 -0.1
C -0.042207 -3.047046 -0.208573 0.0 0.0 0.0
C 0.655765 -4.147620 -0.661136 0.0 0.0 0.0
C 1.773126 -3.941566 -1.460345 0.0 -0.1 0.0
C 2.146340 -2.658163 -1.808506 -0.1 0.1 0.0
C 1.407563 -1.591195 -1.317839 0.1 0.0 -0.1
C 1.814876 -0.174343 -1.683431 0.0 -0.2 0.1
S 0.599335 1.094783 -1.188061 0.0 -0.1 -0.1
C 1.436126 2.184436 -0.035154 0.1 0.0 -0.2
C 1.387251 3.539909 -0.361881 0.0 0.0 0.1
C 1.928640 4.470776 0.501857 0.0 0.0 0.0
C 2.519610 4.044753 1.687559 0.0 0.0 0.0
C 2.560373 2.703030 2.014447 -0.1 0.0 0.0
C 2.011002 1.740345 1.164911 0.2 -0.1 -0.1
S 2.084790 0.033241 1.647639 0.1 0.0 -0.1
N 0.358423 -1.799656 -0.511851 -0.2 0.0 -0.2
H -2.718813 2.745137 0.812730 0.0 0.0 0.0
H -4.325554 2.169367 -0.961349 0.0 0.0 0.0
H -4.793545 -0.211994 -1.488948 0.0 0.0 0.0
H -3.642830 -1.985242 -0.280121 0.0 0.0 0.0
H -2.158447 -3.216083 -0.066793 0.0 0.0 0.0
H -1.304118 -4.135228 1.146147 0.0 0.0 0.0
H 0.334221 -5.144394 -0.394505 0.0 0.0 0.0
H 2.347560 -4.787047 -1.815147 0.0 0.0 0.0
H 3.000830 -2.475060 -2.445129 0.0 0.0 0.0
H 1.945375 -0.113890 -2.763645 0.0 0.0 0.0
H 2.760700 0.072888 -1.200377 0.0 0.0 0.0
H 0.932108 3.851995 -1.292580 0.0 0.0 0.0
H 1.904701 5.521782 0.249977 0.0 0.0 0.0
H 2.952747 4.768128 2.365431 0.0 0.0 0.0
H 3.009481 2.378587 2.943280 0.0 0.0 0.0
```
Forces are in eV/Å.

Output
ΔE to the lowest compared entry with this formula, charge and spin in kcal/mol: 0.0
Kohn-Sham gap (alpha / beta) in eV: 7.43 / 7.77
E in a.u.: -3229.88969
2S+1: 2
Total charge: +1
<S²>: 0.756

Atomic partial charges in e from the Löwdin method, atoms 1 to 6: Ti 0.296; S 0.681; C -0.753; C -0.083; C -0.049; C -0.051

[6]
The following is a DFT calculation (wB97M-V/def2-TZVPD) of one molecule with the formula C4H10N2.

The geometry in XYZ format:
```
16
Properties=species:S:1:pos:R:3:forces:R:3
C 0.631311 -0.317288 -0.206378 0.7 -0.7 -0.2
C -0.211436 0.670318 -0.903447 -0.6 1.1 0.0
C 1.121658 -0.026155 1.175228 -0.1 0.0 0.2
N 1.488904 -1.079111 -1.037169 -0.2 0.1 0.4
C -1.639733 0.790359 -0.422738 0.2 0.0 -0.4
N -1.941759 0.012965 0.668206 1.4 -1.6 0.4
H -1.235017 -0.831425 0.692240 -2.4 1.6 0.1
H 1.020208 -1.571272 -1.787758 0.1 0.1 0.0
H 2.109123 -1.700641 -0.535699 -0.1 0.0 0.0
H -2.933066 -0.079020 0.860989 0.4 -0.6 0.1
H 0.205385 1.661213 -0.659958 0.3 0.1 -0.3
H -0.177658 0.569613 -1.996611 0.1 -0.1 0.2
H -2.170076 1.736161 -0.514223 0.1 -0.2 -0.1
H 1.662243 -0.880503 1.596972 -0.1 0.1 0.0
H 0.274221 0.199609 1.837270 0.2 0.0 -0.1
H 1.795693 0.845176 1.233077 0.0 -0.1 -0.2
```
Forces are in eV/Å.

Output
ΔE to the lowest compared entry with this formula, charge and spin in kcal/mol: 79.2
Kohn-Sham gap (alpha / beta) in eV: 6.64 / 7.49
E in a.u.: -267.79908

Atomic partial charges in e from the Löwdin method, atoms 1 to 6: C -0.413; C -0.216; C -0.085; N 0.070; C -0.224; N -0.012

no.,strongest force on any atom (Eh/bohr)
1,0.0745
2,0.0170
3,0.2554
4,0.0696
5,0.0258
6,0.0559